Entry 1:
The following is a DFT calculation (the ωB97M-V functional and the def2-TZVPD basis) of a cluster of 2 separate species, C6H8INO4P2 in total.

XYZ file:
```
22
Properties=species:S:1:pos:R:3:forces:R:3:nbo_charge:R:1
O -1.2170 -0.9299 3.2557 0.4 0.1 -0.2 -0.989
P -2.2324 -0.5109 2.0465 -0.8 -0.6 0.0 0.702
I -2.3414 1.8869 2.1548 0.3 -0.1 0.0 -0.026
P -0.9020 -0.7538 0.2692 0.2 0.4 -0.4 0.691
C 0.6042 0.1664 0.4859 0.6 0.0 -0.1 -0.347
C 0.7676 1.4143 -0.0943 -0.6 0.2 -0.4 -0.200
C 1.9327 2.1274 0.1268 0.1 -0.1 0.2 0.047
N 2.9256 1.6654 0.8858 -0.2 0.1 -0.1 -0.372
C 2.7611 0.4665 1.4301 0.3 -0.3 0.4 0.041
C 1.6418 -0.3326 1.2699 -0.4 0.0 -0.2 -0.219
H -1.3641 -1.8505 3.5142 -0.1 0.1 0.1 0.514
H -0.5933 -2.1113 0.1790 -0.1 0.0 -0.1 0.083
H -1.6089 -0.3332 -0.8617 0.1 0.0 0.0 0.145
H -0.0057 1.8322 -0.7286 0.1 0.0 0.0 0.243
H 2.0609 3.1104 -0.3119 0.0 -0.1 0.0 0.209
H 3.5677 0.1004 2.0582 0.0 0.1 -0.1 0.202
H 1.5777 -1.3072 1.7380 0.1 0.1 0.0 0.225
C -1.2391 -1.1738 -3.2605 -0.2 -0.1 -0.1 0.937
O -1.8667 -2.1793 -3.6060 0.0 0.0 0.1 -0.761
O -1.7428 0.0493 -3.7561 0.0 -0.4 0.2 -0.767
O -0.2412 -1.0576 -2.5138 0.1 0.3 0.8 -0.838
H -2.4847 -0.2791 -4.2811 0.0 0.3 -0.1 0.480
```
Positions in Å, forces in eV/Å.

The value obtained for the HOMO energy is -8.03 eV. Its gap between HOMO and LUMO is 6.71 eV.

***

Entry 2:
The following is a DFT calculation (the ωB97M-V functional and the def2-TZVPD basis) of a structure of composition C6H8Li2O3.

XYZ file:
```
19
Properties=species:S:1:pos:R:3:forces:R:3:nbo_charge:R:1
C 3.6544 0.3528 0.5736 0.4 1.3 1.3 -0.655
C 3.4327 1.6393 0.1273 -0.1 -1.7 -1.6 0.215
O 2.2813 2.1217 -0.2391 -0.3 0.8 0.9 -0.946
H 2.9582 -0.0619 1.3138 -0.1 -0.4 -1.0 0.182
H 4.6693 -0.0523 0.5494 -0.1 0.3 0.4 0.159
H 4.3286 2.2043 -0.2068 -0.2 0.0 -0.1 0.079
O 0.9142 -0.6888 -0.7614 -1.2 0.1 0.2 -0.996
Li 0.7763 1.1574 -0.7211 1.1 -0.7 0.2 0.920
C 0.1147 -1.2201 0.2538 0.7 0.1 -0.5 -0.099
C -1.3122 -1.4149 -0.1897 -0.5 0.8 -0.2 -0.174
C -2.2684 -0.4031 -0.0667 0.4 -0.6 -0.1 -0.375
C -3.5264 -0.3704 -0.6782 0.7 -0.8 -0.4 0.165
O -4.5148 0.3837 -0.2992 -0.8 1.6 0.4 -1.010
Li -4.8741 1.9548 0.3672 0.2 -0.9 -0.3 0.880
H 0.1204 -0.5448 1.1425 -0.2 -0.1 0.1 0.097
H 0.5194 -2.1922 0.6147 -0.1 0.1 0.0 0.120
H -1.5488 -2.2874 -0.8119 0.1 0.3 0.2 0.168
H -2.0284 0.4569 0.5773 0.0 -0.2 0.1 0.158
H -3.6963 -1.0348 -1.5456 -0.1 0.1 0.4 0.113
```
Positions in Å, forces in eV/Å.

The value obtained for the HOMO energy (spin up / spin down) is -1.88 / -2.62 eV. Its gap between HOMO and LUMO (spin up / spin down) is 2.84 / 3.80 eV. The charge is -1. As for the spin multiplicity: 2.

***

Entry 3:
The following is a DFT calculation (the ωB97M-V functional and the def2-TZVPD basis) of a structure of composition C6H8LiO6.

XYZ file:
```
21
Properties=species:S:1:pos:R:3:forces:R:3:nbo_charge:R:1
O 2.1216 -0.5104 -0.9140 -0.6 -0.4 -0.8 -0.642
C 2.6769 0.5749 -0.2421 0.8 0.6 1.3 0.943
O 3.1751 0.3906 0.8727 -0.3 -0.1 -0.5 -0.746
O 2.5786 1.6337 -0.9113 -0.7 -0.1 -0.6 -0.833
C 1.4381 -1.5345 -0.1895 0.0 -0.2 0.4 -0.089
H 2.0988 -2.4052 -0.0450 -0.1 0.2 0.0 0.158
H 1.1477 -1.1440 0.7964 0.1 -0.1 -0.2 0.187
C 0.1993 -1.9070 -1.0058 0.0 -0.2 0.1 -0.068
H 0.5544 -2.4221 -1.9282 -0.1 0.1 0.1 0.119
H -0.3412 -2.6828 -0.4171 0.0 0.2 -0.1 0.144
O -0.5948 -0.8158 -1.3010 0.8 0.9 -0.3 -0.958
Li 0.7242 0.5957 -1.8684 0.2 -0.6 0.7 0.919
O -2.6849 0.5847 -0.5807 0.2 0.3 -0.3 -0.545
C -2.3074 -0.5928 -0.0631 -0.6 -0.3 0.3 0.496
C -2.0633 1.7127 0.0977 0.0 -0.1 -0.1 -0.134
O -1.7307 -0.3400 1.1233 0.4 0.1 -0.1 -0.544
C -1.2780 1.0358 1.2118 0.2 0.0 0.0 -0.141
H -2.8701 2.3568 0.4665 0.2 0.0 -0.1 0.175
H -1.4433 2.2596 -0.6338 -0.2 -0.2 0.4 0.177
H -1.5183 1.4039 2.2143 0.1 0.0 -0.2 0.183
H -0.1903 1.0495 1.0574 -0.3 0.1 0.0 0.201
```
Positions in Å, forces in eV/Å.

The value obtained for the HOMO energy is -4.27 eV. Its gap between HOMO and LUMO is 6.85 eV. The charge is -1.

***

Entry 4:
The following is a DFT calculation (the ωB97M-V functional and the def2-TZVPD basis) of a structure of composition C6H8LiO6Y.

XYZ file:
```
22
Properties=species:S:1:pos:R:3:forces:R:3:nbo_charge:R:1
Y 0.1621 2.7238 -0.1244 -0.1 1.0 1.1 2.371
O -1.7385 2.0224 0.4076 0.1 1.3 -0.6 -0.840
O -1.8312 -0.1174 -0.1755 0.1 2.6 1.1 -0.541
C 2.3003 0.6894 -1.1201 0.8 -0.2 0.2 -0.077
C 1.3606 1.7349 -1.6773 0.1 -0.9 -0.9 -1.153
O -2.0714 0.4966 2.0245 0.5 0.7 -0.6 -0.702
C -1.9280 0.8849 0.8750 -0.5 -3.8 0.3 1.028
H 2.8198 0.0854 -1.8761 -0.2 0.3 0.2 0.249
H 3.0523 1.1228 -0.4469 -0.1 -0.1 -0.2 0.204
H 0.7998 1.3176 -2.5298 0.1 0.2 0.1 0.272
H 2.0021 2.5328 -2.0880 0.0 0.0 -0.1 0.264
Li -0.3190 0.2051 2.8699 -0.4 -0.3 0.0 0.960
O 0.8919 1.0349 1.2493 0.0 1.5 0.4 -0.876
O 1.6240 -0.3737 -0.3434 -0.2 -0.1 0.2 -0.446
C -1.9719 -1.4293 0.0883 0.8 -4.2 3.6 -0.124
C -0.7132 -2.2103 0.2511 0.5 0.6 -5.6 -0.055
O 0.3523 -1.0942 1.3125 -0.8 -0.7 0.3 -0.650
C 1.0009 -0.1177 0.7569 -0.8 -2.0 -1.6 1.044
H -2.8688 -1.8664 -0.3611 0.5 -0.5 0.0 0.296
H -0.8766 -3.2871 0.3726 0.2 0.2 1.2 0.268
H -0.0835 -2.1822 -0.6437 1.3 0.7 0.8 0.222
H -1.9641 -2.1725 1.1786 -1.9 3.7 0.1 0.288
```
Positions in Å, forces in eV/Å.

The value obtained for the HOMO energy is -17.15 eV. Its gap between HOMO and LUMO is 8.81 eV. The charge is +2.

***

Entry 5:
The following is a DFT calculation (the ωB97M-V functional and the def2-TZVPD basis) of a structure of composition C6H8LuO6.

XYZ file:
```
21
Properties=species:S:1:pos:R:3:forces:R:3:nbo_charge:R:1
O -1.8238 0.8955 -0.9232 -0.3 -2.5 0.0 -0.688
Lu -2.6784 -1.2779 -0.8386 1.2 1.2 0.2 2.582
O -3.9139 0.3728 -1.0527 -0.5 -3.0 0.1 -0.890
C -3.1390 1.3856 -1.0301 -0.2 5.3 0.0 0.954
O -3.3656 2.5700 -1.0620 0.6 -2.6 0.0 -0.480
C -0.7167 1.7975 -0.7750 1.1 0.9 0.2 -0.169
C 0.5513 1.0973 -1.0868 -0.1 0.2 -0.5 -0.321
H -0.8885 2.6451 -1.4595 -0.1 -0.2 0.1 0.268
H -0.7199 2.1946 0.2492 -0.1 -0.1 -0.2 0.232
H 0.5690 0.4146 -1.9393 0.0 0.1 0.2 0.185
H 1.4733 1.6500 -0.9026 -0.3 -0.2 0.1 0.225
O 1.4548 -2.4446 0.3211 -0.3 -2.8 -0.2 -0.424
C 0.2302 -2.0563 0.5563 3.1 1.4 1.3 1.057
C 2.3474 -1.3748 0.7381 2.4 2.0 1.4 -0.197
O -0.7224 -2.3062 -0.1758 -2.7 0.0 -0.9 -0.836
O 0.1839 -1.1921 1.5368 -1.5 -0.1 -0.1 -0.457
C 1.5367 -0.8989 1.9590 0.0 2.0 -1.6 -0.114
H 3.4457 -0.9771 1.0871 -0.7 -3.7 1.1 0.298
H 1.6094 0.1755 2.1508 -0.1 -0.2 0.0 0.249
H 1.7496 -1.4291 2.8930 0.2 -0.3 -0.5 0.253
H 2.8170 -1.2414 -0.2460 -1.8 2.6 -0.9 0.275
```
Positions in Å, forces in eV/Å.

The value obtained for the HOMO energy (spin up / spin down) is -15.99 / -17.33 eV. Its gap between HOMO and LUMO (spin up / spin down) is 5.47 / 6.80 eV. The charge is +2. As for the spin multiplicity: 2.

***

Entry 6:
The following is a DFT calculation (the ωB97M-V functional and the def2-TZVPD basis) of a structure of composition C6H8MnO5.

XYZ file:
```
20
Properties=species:S:1:pos:R:3:forces:R:3:nbo_charge:R:1
Mn 0.0643 0.0769 -1.5484 -0.1 0.1 -1.7 0.518
O 0.0148 3.0622 -1.2232 0.0 -6.3 -1.9 -0.197
C 0.0223 1.9269 -1.5139 0.1 9.7 2.0 0.525
C 0.0395 -1.7682 -1.5046 -0.1 -10.3 2.0 0.534
O 0.0080 -2.9152 -1.2468 0.2 6.9 -1.8 -0.190
C 1.9186 0.0870 -1.7481 10.2 0.1 1.1 0.536
O 3.0826 0.1086 -1.5888 -7.0 -0.1 -1.3 -0.192
C -1.7917 0.0864 -1.4987 -9.3 -0.1 2.0 0.536
O -2.9304 0.0860 -1.2391 6.1 0.0 -1.7 -0.194
H -0.1229 0.4560 -3.8920 0.0 0.9 0.0 0.040
H -0.1203 -0.2774 -3.8954 0.0 -1.0 0.0 0.043
C 0.0390 -0.3606 3.2123 0.0 1.4 3.3 -0.562
C -0.3718 -0.1389 1.8166 0.8 -3.0 -4.0 -0.084
O 0.7793 0.1367 0.9733 -2.5 0.4 0.8 -0.406
H 0.7372 -1.1825 3.2860 0.9 -0.5 -0.7 0.339
H -0.8462 -0.6033 3.8273 -0.3 0.5 -0.4 0.344
H 0.4933 0.5385 3.6266 0.3 -0.1 0.7 0.293
H -0.8142 -1.0327 1.3849 0.0 -0.2 0.0 0.236
H -1.1526 0.6238 1.7292 -0.1 1.3 0.6 0.351
H 0.9510 1.0899 1.0429 0.9 0.5 0.8 0.531
```
Positions in Å, forces in eV/Å.

The value obtained for the HOMO energy (spin up / spin down) is -25.48 / -24.48 eV. Its gap between HOMO and LUMO (spin up / spin down) is 10.92 / 5.53 eV. The charge is +3. As for the spin multiplicity: 5.

***

Entry 7:
The following is a DFT calculation (the ωB97M-V functional and the def2-TZVPD basis) of a structure of composition C6H8MnO6.

XYZ file:
```
21
Properties=species:S:1:pos:R:3:forces:R:3:nbo_charge:R:1
H -1.2784 -0.0894 0.4528 3.5 -1.2 2.3 0.237
O -1.1277 2.3189 -0.8906 -0.3 -2.4 -0.4 -0.511
C -1.2734 1.3053 -0.0917 0.9 7.2 -0.7 0.381
C -0.1142 0.6153 0.5283 -3.8 -2.1 -2.3 -0.389
C 0.8503 -0.1462 -0.3585 0.4 0.5 -0.7 -0.448
C 1.2055 -1.5399 0.1301 0.2 -0.5 0.2 -0.059
O 1.8748 -1.4469 1.3947 -0.2 1.2 -0.4 -0.512
C 2.3391 -2.5709 1.9083 -0.7 -1.6 0.3 0.979
O 2.2771 -3.6638 1.3976 0.2 0.6 -0.1 -0.629
O 2.7581 -2.3300 3.1454 0.3 0.5 0.2 -0.664
H -2.2736 1.2843 0.3900 0.2 -0.2 -0.5 0.190
H 0.3362 1.1714 1.3566 -1.0 -0.9 0.8 0.309
H 1.7727 0.4342 -0.5027 -0.2 -0.1 0.0 0.242
H 0.3988 -0.2936 -1.3523 0.2 0.1 0.2 0.225
H 1.8783 -2.0326 -0.5835 -0.3 0.1 0.1 0.220
H 0.3064 -2.1597 0.2512 0.2 0.1 0.0 0.195
H 3.0255 -3.1600 3.5597 0.0 -0.1 -0.2 0.510
O -3.5749 2.3043 -1.6282 1.2 0.6 1.2 -0.568
C -2.6799 3.0274 -1.9660 -3.1 -3.0 -0.5 1.054
O -2.5658 3.7065 -2.9659 3.0 1.4 1.0 -0.739
Mn -4.1348 3.2654 -4.1752 -0.7 -0.1 -0.5 0.978
```
Positions in Å, forces in eV/Å.

The value obtained for the HOMO energy (spin up / spin down) is -12.13 / -13.15 eV. Its gap between HOMO and LUMO (spin up / spin down) is 7.30 / 7.94 eV. The charge is +1. As for the spin multiplicity: 7.

***

Entry 8:
The following is a DFT calculation (the ωB97M-V functional and the def2-TZVPD basis) of the ion C6H8N with charge +1.

XYZ file:
```
15
Properties=species:S:1:pos:R:3:forces:R:3:nbo_charge:R:1
C -0.7614 -0.1351 0.0625 0.6 -0.2 1.4 0.336
C -0.0971 -0.4071 1.0607 0.4 0.2 0.6 -0.144
C -1.2163 0.5889 -1.0640 1.8 0.3 -0.1 -0.028
C 0.6559 -0.7531 2.1610 0.2 2.4 -0.8 0.203
C 0.6763 -2.1248 2.5133 -1.5 -1.1 2.4 -0.716
C -0.1686 1.9744 -2.7440 2.3 -0.1 -2.7 -0.492
N -0.2097 1.1435 -1.5785 0.1 0.9 0.3 -0.257
H -2.1982 0.6620 -1.3534 -2.4 -0.1 -0.8 0.215
H 1.2852 0.0463 2.6663 -0.8 -1.0 -0.7 0.275
H -0.2552 -2.5218 2.0914 0.3 -0.7 0.5 0.270
H 0.9277 -2.4467 3.5780 -0.6 0.8 -1.3 0.294
H 1.4644 -2.5242 1.9496 1.5 -0.9 -1.2 0.312
H 0.8609 1.5856 -3.2251 -1.9 1.6 0.9 0.243
H -0.1018 3.1089 -2.4923 0.1 -2.2 -0.2 0.269
H -0.8622 1.8031 -3.6255 0.0 0.1 1.6 0.221
```
Positions in Å, forces in eV/Å.

The value obtained for the HOMO energy is -14.06 eV. Its gap between HOMO and LUMO is 7.09 eV. The charge is +1.